--- 1 ---
19
Properties=species:S:1:pos:R:3:nbo_charge:R:1 method="wB97M-V/def2-TZVPD" lumo_energy_ev=0.746 homo_energy_ev=-8.8 homo_lumo_gap_ev=9.57
C -1.7619 1.8887 -0.7927 -0.677
C -1.3987 2.0769 0.6250 -0.297
C -0.1885 1.8793 1.2000 0.128
O 0.7280 0.9843 0.7760 -0.709
H -2.8180 2.2354 -0.9442 0.229
H -1.8349 0.7039 -1.0331 0.216
H -1.1622 2.4844 -1.4596 0.227
H -1.9993 2.7618 1.3029 0.208
H -0.1498 2.1454 2.2885 0.178
H 0.6000 1.0335 -0.1887 0.506
H 0.9351 -1.5936 -1.3652 0.504
H -0.3613 -1.1109 -2.0210 0.475
O 0.4479 -0.7776 -1.6452 -0.978
H 2.2110 -1.0169 2.0076 0.480
H 1.2035 -0.8717 0.8259 0.508
O 1.8488 -1.5990 1.2583 -1.001
H 1.5588 -3.2672 0.1247 0.480
H 1.1477 -4.4438 -0.4481 0.467
O 0.9935 -3.5129 -0.5113 -0.944


--- 2 ---
19
Properties=species:S:1:pos:R:3:nbo_charge:R:1 method="wB97M-V/def2-TZVPD" lumo_energy_ev=0.248 homo_energy_ev=-8.5 smiles="C=C(C)O.O.O.O" homo_lumo_gap_ev=8.73
C -0.1119 -0.9114 1.5250 -0.562
C -0.1517 0.3134 0.9908 0.342
O -0.5460 0.4930 -0.2957 -0.724
C -0.1019 1.6018 1.7278 -0.667
H 0.4161 -1.1679 2.4346 0.205
H -0.5980 -1.7496 1.0408 0.197
H -0.7098 -0.3361 -0.8158 0.520
H 0.4170 1.3956 2.6625 0.221
H 0.5317 2.3620 1.2544 0.220
H -1.0620 2.0472 1.9629 0.232
H 0.5561 -2.3916 -1.9744 0.474
H 1.1707 -0.9890 -1.9649 0.503
O 0.3316 -1.4525 -1.9132 -0.970
H -3.7327 0.2830 0.3453 0.457
H -2.7239 1.2648 0.1760 0.472
O -3.6734 1.1962 0.0316 -0.931
H 3.6502 -0.1618 -2.9173 0.489
H 3.3984 -1.2480 -1.8913 0.476
O 2.9395 -0.5491 -2.3793 -0.953


Tell me which of them is the least stable. Sure, it is 1.


--- 1 ---
12
Properties=species:S:1:pos:R:3:nbo_charge:R:1 method="wB97M-V/def2-TZVPD" lumo_energy_ev=0.703 homo_energy_ev=-8.3 smiles=Fc1[nH]cc(S)c1S homo_lumo_gap_ev=8.98
C -0.1797 0.4045 -0.7475 -0.295
C 0.9766 1.2280 -0.8181 -0.051
C 1.0086 0.2195 1.1028 0.537
C -0.0842 -0.3332 0.4205 -0.343
H -0.9505 -0.7503 -2.8091 0.135
H 1.4518 1.9056 -1.6143 0.232
H 2.5886 1.3532 0.7297 0.433
H -2.2416 -1.0449 1.2184 0.143
N 1.6605 1.1554 0.3835 -0.543
F 1.4063 0.1196 2.3515 -0.295
S -1.1361 0.5041 -2.1600 0.032
S -1.0799 -1.7380 0.8401 0.015


--- 2 ---
12
Properties=species:S:1:pos:R:3:nbo_charge:R:1 method="wB97M-V/def2-TZVPD" lumo_energy_ev=0.764 homo_energy_ev=-8.5 smiles=Fc1[nH]cc(S)c1S homo_lumo_gap_ev=9.31
C 0.7709 -0.5768 -0.0221 -0.244
C 0.2547 -1.8528 -0.0277 -0.073
C -1.4515 -0.4295 0.0126 0.538
C -0.3321 0.3427 0.0074 -0.350
H 2.5380 0.5494 -1.0466 0.134
H 0.7692 -2.7854 -0.0196 0.224
H -1.7827 -2.5133 -0.0016 0.427
H 0.1449 2.3027 1.1832 0.131
N -1.1281 -1.7486 0.0008 -0.538
F -2.7271 -0.0816 0.0100 -0.291
S 2.4929 -0.1963 0.0677 0.021
S -0.2854 2.1037 -0.0697 0.022


Tell me which of them is the least stable. Sure, it is 1.


--- 1 ---
17
Properties=species:S:1:pos:R:3:nbo_charge:R:1 method="wB97M-V/def2-TZVPD" lumo_energy_ev=0.686 homo_energy_ev=-9.2 smiles="CC(C)=O.NC(=O)O" homo_lumo_gap_ev=9.93
C -0.6045 -0.0888 0.5006 0.635
C -1.5549 1.0856 0.3778 -0.710
C 0.1207 -0.1756 1.8289 -0.736
C 1.1761 -0.8362 -1.2595 0.928
N 0.9462 0.5687 -1.0383 -0.864
O -0.8759 -1.1597 -0.1027 -0.654
O 0.5537 -1.2323 -2.3880 -0.687
O 1.9639 -1.4754 -0.6134 -0.609
H 0.4738 -2.1911 -2.3668 0.507
H 0.5155 1.0398 -1.8230 0.402
H 1.7398 1.0652 -0.6419 0.405
H -2.3972 0.9327 1.0479 0.239
H -0.3425 -0.9433 2.4397 0.248
H -1.0615 2.0076 0.6598 0.209
H -1.9374 1.1442 -0.6353 0.225
H 0.1365 0.7645 2.3868 0.208
H 1.1479 -0.5058 1.6275 0.252


--- 2 ---
17
Properties=species:S:1:pos:R:3:nbo_charge:R:1 method="wB97M-V/def2-TZVPD" lumo_energy_ev=0.842 homo_energy_ev=-9.9 smiles="C[C@@H](O)CNC(=O)O" homo_lumo_gap_ev=10.71
C -0.3085 0.1967 0.2832 -0.237
C -0.1642 -0.2045 -1.1808 0.079
C -1.5435 -0.4667 -1.7768 -0.655
O 0.3968 0.9782 -1.8141 -0.748
N 0.9348 0.3376 0.9823 -0.633
C 1.1043 -0.1830 2.2155 0.881
O 2.3062 0.2236 2.7361 -0.703
O 0.3401 -0.8908 2.8178 -0.650
H -0.8715 1.1353 0.2201 0.189
H -0.9533 -0.4815 0.8507 0.233
H 0.6425 -0.9094 -1.3741 0.194
H -2.3222 -0.2205 -1.0569 0.219
H -1.7108 -1.5424 -1.9461 0.228
H -1.6484 -0.0583 -2.7856 0.221
H -0.2839 1.4887 -2.2618 0.468
H 1.6246 0.9658 0.6066 0.418
H 2.4570 -0.3688 3.4839 0.496


--- 3 ---
17
Properties=species:S:1:pos:R:3:nbo_charge:R:1 method="wB97M-V/def2-TZVPD" lumo_energy_ev=-0.526 homo_energy_ev=-8.2 homo_lumo_gap_ev=7.66
C -1.2908 0.7485 -0.5537 -0.541
C 0.9108 -0.6359 -1.6458 -0.453
C 0.5735 -1.3476 0.5821 -0.533
N -0.0075 -1.0849 -0.6128 -0.223
C -1.6588 0.5824 0.7683 0.715
O -0.3004 0.8484 1.6963 -0.359
O 0.6883 1.7675 1.1633 -0.458
O -2.4679 0.0480 1.4496 -0.529
H 0.6577 2.4557 1.8440 0.476
H -2.0596 0.5511 -1.2885 0.236
H -0.5120 1.4613 -0.7726 0.242
H 1.4579 -1.5210 -1.9912 0.218
H 1.6432 0.1025 -1.2951 0.188
H 0.3575 -0.2319 -2.4911 0.206
H 0.0309 -2.0716 1.1901 0.226
H 0.3101 -0.3033 1.3164 0.380
H 1.6673 -1.3693 0.6407 0.208


Tell me which of them is the least stable. Sure, it is 3.


--- 1 ---
17
Properties=species:S:1:pos:R:3:nbo_charge:R:1 method="wB97M-V/def2-TZVPD" lumo_energy_ev=0.808 homo_energy_ev=-9.6 smiles="C[C@@H](O)CNC(=O)O" homo_lumo_gap_ev=10.40
C 0.2244 -0.3140 0.4008 -0.229
C -1.1065 0.3523 0.0645 0.092
C -1.9601 0.5483 1.3244 -0.642
O -0.8215 1.6147 -0.5360 -0.751
N 1.1199 -0.1523 -0.7130 -0.646
C 2.0747 -1.1036 -0.9208 0.882
O 2.6757 -0.8854 -2.1002 -0.692
O 2.3151 -1.9857 -0.1453 -0.650
H 0.6117 0.1241 1.3283 0.185
H 0.0744 -1.3634 0.6382 0.227
H -1.7421 -0.1705 -0.6554 0.174
H -1.9306 -0.3050 2.0079 0.223
H -3.0300 0.6196 1.1019 0.215
H -1.6978 1.4632 1.8542 0.207
H -1.2690 2.3590 -0.1447 0.481
H 1.0877 0.6910 -1.2667 0.428
H 3.3739 -1.4924 -2.2380 0.495


--- 2 ---
17
Properties=species:S:1:pos:R:3:nbo_charge:R:1 method="wB97M-V/def2-TZVPD" lumo_energy_ev=0.799 homo_energy_ev=-9.8 smiles="O=CCCNC=O.O" homo_lumo_gap_ev=10.59
O 0.8055 1.3771 2.3547 -0.637
C 0.2652 1.3932 1.2635 0.534
N 0.6748 0.7343 0.1572 -0.620
C -0.2486 0.4576 -0.9338 -0.213
C -1.0942 -0.8019 -0.6447 -0.528
C -2.0868 -1.0816 -1.7312 0.440
O -2.0318 -0.5647 -2.8149 -0.518
H -0.6209 2.0132 1.0568 0.104
H 1.4479 0.0790 0.2390 0.427
H 0.3145 0.3004 -1.8429 0.217
H -0.9178 1.2986 -1.0878 0.208
H -1.5826 -0.6713 0.3197 0.225
H -0.4434 -1.6711 -0.5366 0.239
H -2.9182 -1.7725 -1.5176 0.114
H 2.2322 -0.2402 2.4185 0.498
H 3.5070 -0.1565 1.6033 0.472
O 2.6972 -0.6937 1.6967 -0.964


Tell me which of them is the least stable. Sure, it is 2.


--- 1 ---
17
Properties=species:S:1:pos:R:3:nbo_charge:R:1 method="wB97M-V/def2-TZVPD" lumo_energy_ev=-4.022 homo_energy_ev=-9.6 homo_lumo_gap_ev=5.58
C -2.0312 -1.0691 -0.1526 -0.431
N -0.6524 -0.8174 -0.7367 -0.544
C 0.3758 -0.2945 0.0722 0.014
C 1.8061 -0.2309 -0.4620 -0.094
O 2.7613 0.1302 0.4859 -0.520
C -0.0046 1.2080 0.5193 0.367
O 1.0914 1.9889 1.0055 -0.642
O -0.8436 1.5040 -0.6059 -0.618
H -1.8319 -1.6776 0.7578 0.202
H -2.6365 -1.6505 -0.9334 0.225
H -2.5954 -0.0892 0.0871 0.223
H -0.8306 0.0734 -1.1903 0.411
H 0.5022 -0.9350 1.0334 0.222
H 1.7663 0.4053 -1.2829 0.177
H 1.8623 -1.3062 -0.6554 0.283
H 1.9143 1.7108 0.6203 0.501
H -0.6533 1.0498 1.4376 0.224


--- 2 ---
17
Properties=species:S:1:pos:R:3:nbo_charge:R:1 method="wB97M-V/def2-TZVPD" lumo_energy_ev=0.737 homo_energy_ev=-10.1 smiles="C[C@@H](O)CO.N=C=O" homo_lumo_gap_ev=10.79
C -1.4148 0.6602 -0.2297 0.076
C 0.1164 0.7128 -0.3296 -0.091
C -1.9783 -0.5312 -0.9976 -0.641
C 2.7923 -0.5562 0.1913 0.922
N 2.8482 -0.3415 1.4099 -0.887
O 0.6781 -0.3808 0.3825 -0.757
O -1.8084 0.6370 1.1355 -0.717
O 2.9883 -0.5641 -0.9554 -0.500
H -1.5964 -0.2379 1.4840 0.466
H -1.8197 1.5937 -0.6312 0.177
H 3.5544 -0.6640 2.0437 0.422
H 1.0486 -0.1127 1.3435 0.524
H 0.4452 0.6086 -1.3651 0.185
H 0.4856 1.6621 0.0736 0.177
H -1.5203 -1.4539 -0.6401 0.213
H -3.0560 -0.5928 -0.8542 0.219
H -1.7632 -0.4393 -2.0610 0.213


--- 3 ---
17
Properties=species:S:1:pos:R:3:nbo_charge:R:1 method="wB97M-V/def2-TZVPD" lumo_energy_ev=0.723 homo_energy_ev=-10.1 smiles="CCC(=O)NC=O.O" homo_lumo_gap_ev=10.80
O 0.6434 -1.2967 1.4187 -0.588
C -0.1186 -0.8540 0.5774 0.687
N 0.3372 0.1905 -0.1887 -0.657
C -0.3092 0.8760 -1.2166 0.551
O -0.0752 2.0251 -1.4521 -0.560
C -1.5792 -1.1323 0.5543 -0.506
C -2.1701 -0.2924 1.7397 -0.601
H 1.2187 0.6522 -0.0405 0.434
H -1.1487 0.3507 -1.7026 0.116
H -1.9163 -2.1643 0.6126 0.240
H -2.0609 -0.8889 -0.3788 0.209
H -2.2618 0.7664 1.5473 0.218
H -3.0693 -0.8201 2.0419 0.219
H -1.5334 -0.4866 2.5998 0.227
H 3.0801 1.1820 -1.6600 0.484
H 3.3796 0.1148 -0.5417 0.481
O 2.8527 0.3120 -1.3153 -0.953


Tell me which of them is the least stable. Sure, it is 1.


--- 1 ---
20
Properties=species:S:1:pos:R:3:nbo_charge:R:1 method="wB97M-V/def2-TZVPD" charge=+1 lumo_energy_ev=-2.957 homo_energy_ev=-15.6 homo_lumo_gap_ev=12.62
C -1.5133 1.4541 -0.0131 -0.654
C -1.1721 0.2963 -0.9367 -0.220
N -0.2840 -0.7303 -0.3056 -0.498
C -0.1642 -1.9447 -1.1624 -0.423
H -1.4204 2.4145 -0.5060 0.247
H -2.4953 1.3355 0.4221 0.235
H -0.8452 1.4985 0.8466 0.241
H -2.0687 -0.2227 -1.2692 0.220
H -0.6889 0.6320 -1.8443 0.223
H -0.6558 -0.9571 0.6132 0.446
H 0.6426 -0.3268 -0.1573 0.465
H -1.0048 -2.5967 -0.9861 0.234
H 0.7351 -2.5053 -0.9048 0.235
H -0.0579 -1.6352 -2.1951 0.232
H 2.7398 1.6615 0.5574 0.492
H 3.2978 0.3788 -0.0684 0.494
O 2.4750 0.8559 0.1001 -0.976
H 0.4688 -0.2199 3.2180 0.494
H 1.4225 0.5541 2.3000 0.491
O 0.5891 0.0576 2.2914 -0.981


--- 2 ---
20
Properties=species:S:1:pos:R:3:nbo_charge:R:1 method="wB97M-V/def2-TZVPD" charge=+1 lumo_energy_ev=-2.921 homo_energy_ev=-15.6 homo_lumo_gap_ev=12.72
C -0.1645 -0.8235 -0.2739 -0.203
C -0.1132 0.4815 -1.0426 -0.415
C -0.2183 0.2205 -2.5246 -0.611
N 0.0856 -0.6032 1.1992 -0.700
H 0.5817 -1.5333 -0.5920 0.223
H -1.1512 -1.2927 -0.3289 0.220
H -0.9357 1.1081 -0.6964 0.211
H 0.8094 0.9988 -0.7784 0.208
H -1.0097 -0.4861 -2.7606 0.217
H 0.7238 -0.1509 -2.9316 0.221
H -0.4464 1.1349 -3.0525 0.235
H -0.6596 -0.0370 1.6334 0.462
H 0.9547 -0.0694 1.3757 0.462
H 0.1308 -1.4717 1.7264 0.429
H 3.5762 -0.2925 1.3938 0.499
H 3.2604 0.8106 0.4001 0.498
O 2.8357 0.1145 0.9198 -0.979
H -2.7118 0.6579 2.8960 0.501
H -3.1440 0.7537 1.4414 0.501
O -2.4039 0.4798 1.9958 -0.977


--- 3 ---
20
Properties=species:S:1:pos:R:3:nbo_charge:R:1 method="wB97M-V/def2-TZVPD" charge=+1 lumo_energy_ev=-3.054 homo_energy_ev=-14.7 homo_lumo_gap_ev=11.60
C 0.2717 -1.6192 1.0833 -0.633
C 0.7248 -0.4121 0.3446 -0.219
N -0.2767 0.5843 -0.1870 -0.586
C 0.3129 1.9788 -0.5545 -0.446
H -0.4476 -1.1357 1.7942 0.196
H 0.8817 -2.1982 1.7748 0.270
H -0.2641 -2.2955 0.4710 0.228
H 1.3991 -0.6124 -0.4650 0.232
H 1.4102 0.1905 1.0421 0.209
H -1.0589 0.2428 -0.7827 0.436
H -0.8602 0.8009 0.8199 0.480
H 0.3665 2.1527 -1.7033 0.246
H -0.3910 2.8358 -0.2819 0.241
H 1.3613 2.1050 -0.1616 0.249
H -1.7572 0.9615 2.8769 0.521
H -2.7422 1.4434 1.8120 0.513
O -1.8546 1.1271 1.9000 -0.941
H 1.5537 -2.5860 -3.2536 0.485
H 0.3192 -1.7960 -3.5649 0.471
O 1.0514 -1.7676 -2.9642 -0.954


Tell me which of them is the least stable. Sure, it is 3.